Entry 1:
102
Properties=species:S:1:pos:R:3:forces:R:3 method="wB97M-V/def2-TZVPD" homo_lumo_gap_ev=8.0 total_charge=+1
C -4.1321 1.9999 -2.1883 0.0696 0.0493 0.7787
C -3.2038 2.0671 -0.9410 0.6121 -0.4618 -1.2102
C -2.2768 0.8177 -0.8726 -0.7015 0.6631 0.2602
C -3.1274 -0.3449 -0.3097 -0.1939 1.2592 -0.0312
N -2.6052 -1.6292 0.1135 0.0450 0.8872 0.2684
C -1.5471 -2.1098 0.9809 -1.2389 -1.3364 -2.9677
C -0.4315 -2.6144 -0.0751 1.2040 -0.1246 0.6053
I -0.7141 -2.1189 -2.1589 -0.2120 0.0082 0.4976
C 0.6826 -3.3555 0.0770 -0.2485 0.1484 0.0470
C 1.6439 -3.7570 -1.0218 0.2521 -0.2801 0.2883
I 1.3955 -4.1456 1.9019 0.1220 -0.0198 -0.0377
C -2.2559 -3.4138 1.6517 -0.4571 -0.3329 1.0450
C -2.5786 -4.6609 0.7954 -0.2517 -0.4623 -0.0726
C -1.6214 -5.6123 0.0653 -0.0887 -0.3541 -1.1616
C -1.6854 -5.4542 -1.4773 0.0271 -0.2734 0.1457
Cl -2.4471 -6.8947 -2.2455 0.0640 0.1534 0.0544
O -3.6754 -2.9112 1.8863 0.1687 0.4553 0.3683
C -4.2716 -3.4044 2.9247 0.1335 -0.2138 -0.2742
N -4.8181 -3.8538 3.8314 -0.1535 -0.0601 0.0596
N -1.7962 -3.8614 2.9048 1.0342 0.6968 -0.8486
C -1.1190 -3.0310 3.8456 -0.1179 -1.0855 1.1771
O -1.8726 -2.9267 5.0383 -0.2090 0.1256 -0.4933
C -1.1293 -3.1328 6.2165 -0.1137 0.4032 0.6195
C -0.0634 -2.0691 6.4702 0.3520 -0.1305 0.7261
C 0.5755 -2.2710 7.8487 -0.4905 0.1214 -0.2381
O -0.6302 -0.7597 6.4163 0.0754 -0.2554 -0.4382
C -0.6272 -1.6786 3.3505 0.6422 -0.4517 0.3671
N -1.0877 -1.0812 2.0046 -0.0421 1.0407 1.3749
C 0.0806 -0.1129 1.6962 1.5624 1.1123 0.2456
C 1.4518 -0.4320 1.1078 0.7956 0.0945 -1.2101
C 1.5763 -0.0881 -0.4191 -0.4082 -0.2383 0.9436
C 2.3721 1.1655 -0.6796 -0.3016 0.2129 -0.6143
C 3.6161 1.4355 -0.1467 0.2985 -0.3112 0.4882
C 4.2749 2.6164 -0.4457 0.3019 0.4014 -0.0086
C 3.7284 3.5467 -1.3104 -0.6652 0.0971 -0.5682
C 2.4814 3.2848 -1.8959 0.5557 -0.2383 0.4902
C 1.8333 2.1121 -1.5501 -0.5151 -0.0199 -0.3167
C -2.1125 -0.0159 2.3840 -0.1816 1.1365 -0.4078
S -3.7105 -0.1712 3.2071 -2.4672 -0.4270 0.9028
O -3.6481 -0.8343 4.4690 0.9245 0.0733 -0.1954
O -4.7910 -0.4984 2.3278 0.5392 0.2160 -0.3471
H -3.8291 1.2009 -2.8664 -0.0171 -0.0178 0.0096
H -4.0657 2.9372 -2.7363 -0.2707 -0.0166 -0.0370
H -5.1591 1.8191 -1.8737 -0.0807 0.0555 -0.2790
H -3.7726 2.1942 -0.0196 0.0298 0.1307 0.0363
H -2.5398 2.9182 -1.0992 -0.1074 0.1298 0.3781
H -1.9388 0.6742 -1.8964 0.3139 -0.3311 0.1335
H -1.4221 1.1160 -0.2591 0.0606 -0.3769 -0.0732
H -3.7352 0.1198 0.4735 -0.0044 -0.3547 -0.0666
H -3.8850 -0.5203 -1.0767 0.1727 -0.5054 -0.0249
H -2.9789 -2.3599 -0.4617 0.0928 -0.2798 0.2572
H 2.4850 -4.3237 -0.6269 -0.0855 0.0272 0.0676
H 1.1573 -4.3981 -1.7568 -0.0620 0.1835 -0.1120
H 2.0653 -2.8823 -1.5151 -0.1745 -0.0164 -0.1589
H -3.1070 -5.2876 1.5222 0.0232 0.2296 0.1659
H -3.3940 -4.4213 0.1093 0.1854 0.2916 -0.0901
H -0.5796 -5.6720 0.3690 -0.0613 0.3800 0.3173
H -1.9966 -6.6283 0.1964 -0.0477 0.1082 0.4614
H -2.2992 -4.6141 -1.7850 0.0671 0.0424 0.0159
H -0.7062 -5.3723 -1.9382 -0.0327 0.0687 -0.0013
H -1.5034 -4.8232 2.9231 -0.1487 -0.0697 0.0694
H -0.2316 -3.5856 4.1793 0.2253 0.1809 -0.4636
H -1.8572 -3.0508 7.0310 -0.0627 -0.0396 -0.1077
H -0.7124 -4.1452 6.3081 0.1119 0.0432 -0.3550
H 0.7295 -2.1186 5.7144 -0.1168 0.1734 -0.1057
H 0.9957 -3.2700 7.9652 0.0483 0.0547 0.0689
H -0.2175 -2.1109 8.5851 0.1123 -0.2263 0.1326
H 1.3255 -1.5063 8.0379 0.1322 -0.1015 -0.1142
H -1.4450 -0.8003 6.9323 -0.0672 0.2086 -0.0788
H 0.4569 -1.7454 3.3011 -0.0418 -0.1157 -0.4034
H -0.8098 -0.9655 4.1577 -0.4140 0.1628 -0.3049
H 0.3407 0.2978 2.6733 -0.5052 -0.3230 0.2177
H -0.2564 0.7792 1.1709 -0.5115 -0.4671 -0.2925
H 2.1460 0.2936 1.5432 -0.4277 0.0181 0.5715
H 1.9202 -1.3806 1.3566 -0.4431 -0.1728 0.0838
H 0.5640 0.0997 -0.7722 0.0796 -0.1137 -0.2929
H 1.9523 -0.9550 -0.9584 0.1471 0.1588 -0.1265
H 4.0868 0.7261 0.5297 0.0192 0.0289 -0.0536
H 5.2390 2.8488 -0.0105 0.0006 -0.2209 0.0764
H 4.2558 4.4593 -1.5563 0.0333 -0.0332 0.0243
H 2.0115 3.9482 -2.6090 0.1767 0.1822 0.0596
H 0.8608 1.9214 -1.9998 0.0374 -0.0811 0.0576
H -1.6197 0.7104 3.0356 0.2455 -0.5914 0.4110
H -2.3278 0.6410 1.5405 -0.0663 -0.5804 -0.1986
H -3.8977 1.1622 3.4648 0.7413 -0.0596 -0.2496
C 1.5869 5.5530 -6.8046 -0.1130 -0.0988 0.0055
O 2.6110 5.5969 -5.7970 0.8639 -2.0054 -2.0237
P 4.2064 5.9515 -6.1808 0.7293 6.2017 4.4297
O 4.6369 6.1445 -4.7551 -0.1537 -1.1693 -0.6465
O 3.7964 7.2983 -6.9833 0.3044 -0.4145 -0.4591
C 3.3126 8.4182 -6.2438 -0.3773 0.0817 0.0356
O 5.7134 6.0504 -6.9016 -1.6929 -2.7620 -1.5211
C 6.4928 4.8441 -6.9908 0.1738 0.0122 0.2396
H 1.0073 4.6389 -6.6800 0.0466 0.0003 0.0336
H 0.9293 6.4116 -6.6680 0.0596 0.0274 0.0193
H 1.9924 5.5793 -7.8137 -0.0146 0.0786 -0.0089
H 3.1334 8.1693 -5.1985 0.0716 -0.0504 0.0070
H 2.3808 8.7595 -6.6964 0.0229 -0.0098 -0.0145
H 4.0511 9.2154 -6.3100 0.0339 -0.0378 0.0186
H 5.9717 4.0770 -7.5637 0.0642 -0.0006 -0.0474
H 6.7212 4.4696 -5.9910 -0.0149 0.0075 -0.0099
H 7.4185 5.0914 -7.5031 -0.0329 0.0962 0.0049

***

Entry 2:
78
Properties=species:S:1:pos:R:3:forces:R:3 method="wB97M-V/def2-TZVPD" spin_multiplicity=2 s_squared=1.771 homo_lumo_gap_ev="2.4 / 4.2" total_charge=+2
Tl -0.5071 -1.1119 0.1687 0.6722 0.9251 0.3648
N 1.3542 1.1017 2.2226 -3.6027 -2.2390 -0.2280
O 1.3034 1.7632 3.2069 1.2175 2.8833 1.6442
O 1.0665 1.4286 1.0846 0.4736 3.2080 -3.2662
O 1.2872 -0.1243 2.3502 0.9322 -4.7616 1.1632
O -3.5312 -2.0760 -5.9629 -1.2022 2.8106 1.1876
C -3.6303 -0.9850 -5.4224 4.1131 -3.3530 -1.4457
O -2.5987 -0.1892 -5.1637 -1.6962 -0.6870 -0.6432
B -3.0304 0.8904 -4.2456 1.3434 0.9393 0.6566
O -4.4946 0.8197 -4.3622 -0.8282 -0.5596 0.2854
C -4.8997 -0.3569 -4.7287 -5.1190 1.0065 0.6565
O -6.0516 -0.8153 -4.6635 4.3202 0.9340 -0.4327
O -2.4380 2.2500 -4.4867 -0.2655 -1.5863 1.3352
C -1.7981 2.5973 -3.3427 2.3091 4.6436 0.7136
O -1.1628 3.6631 -3.0994 -2.9264 -4.7547 -1.4188
C -1.9211 1.4565 -2.3295 1.3371 -1.2184 2.5322
O -2.5992 0.4492 -2.8673 -0.4141 1.0490 -1.1013
O -1.3895 1.3613 -1.2190 -1.0324 0.4906 -2.2344
C 3.6802 -1.9545 -2.8582 -1.6425 0.0242 1.2595
C 3.7863 -0.7630 -1.7522 0.9595 -2.3249 -0.5043
C 5.2185 -0.3062 -1.9451 1.0769 2.2400 -1.1133
C 5.3020 0.6502 -3.1506 0.4161 -0.7105 -0.0817
C 4.3079 1.7553 -3.0414 -0.7764 0.1099 -1.0658
C 2.7821 1.2353 -3.0813 2.5800 2.8385 1.4050
N 2.7040 0.2299 -1.9367 0.3660 0.7037 -3.7156
O 1.3982 -0.2278 -1.8290 1.5635 0.2176 0.5250
C 1.7821 2.3883 -2.7090 0.1027 -1.2757 -0.8454
C 2.5045 0.7321 -4.5306 -0.2543 -1.6697 0.5955
C 3.6637 -1.1774 -0.3111 0.4082 -0.1302 0.5597
H 4.1268 -2.8737 -2.4790 0.4062 0.3780 0.3799
H 4.0471 -1.7964 -3.8723 0.0274 0.5269 0.3791
H 2.6271 -2.2347 -2.8832 -0.3021 -0.2383 -0.5243
H 5.5710 0.1159 -1.0040 0.1454 0.4236 -0.1646
H 5.9444 -1.0671 -2.2320 -0.6503 -0.8178 0.5944
H 5.1891 0.0646 -4.0630 -0.8558 -0.2889 -0.1206
H 6.2786 1.0285 -3.4527 0.3804 0.2848 1.1519
H 4.4681 2.3297 -3.9539 -0.5378 0.4035 0.0694
H 4.5943 2.4230 -2.2289 -0.6181 -0.1137 0.3486
H 0.9071 2.0467 -3.2619 -0.4604 0.6969 0.5563
H 1.5830 2.4786 -1.6411 0.0396 -0.0073 -0.0787
H 2.0997 3.3430 -3.1282 0.1285 -0.1618 0.0250
H 3.1539 1.1187 -5.3161 -0.0619 0.8615 0.4790
H 2.7443 -0.3252 -4.6439 -0.2666 -0.2399 0.2300
H 1.4530 0.8500 -4.7924 0.1210 0.1469 -0.0577
H 4.5914 -1.6145 0.0581 -0.1691 -0.7400 -0.4115
H 2.7924 -1.7934 -0.0886 0.1085 0.2405 0.3069
H 3.7325 -0.2293 0.2223 -0.9095 -0.0072 0.4518
H 1.5411 -0.8840 -2.5151 -1.1484 -1.2920 -0.6177
C -4.3908 0.2239 3.7101 0.5942 -1.0330 0.4405
C -2.8292 0.4224 3.3765 -0.0328 2.2340 0.8069
C -2.0316 1.2585 4.4954 -0.7959 -0.7492 0.2275
C -1.7339 0.4746 5.7404 2.3824 -2.7094 -0.1778
C -0.9321 -0.8343 5.2802 -1.5588 0.0950 -0.3301
C -1.7177 -1.7615 4.2064 1.8260 2.4278 2.8017
N -2.1302 -0.8692 3.1314 -2.0446 0.2327 0.9165
O -2.6662 -1.5559 2.0731 0.6856 0.5394 -0.1808
C -0.7091 -2.7485 3.7353 0.9322 -1.6692 -1.4270
C -2.9177 -2.3921 4.9690 0.1505 -1.5230 0.0102
C -2.7959 1.3234 2.1310 0.4661 -0.7386 -0.4558
H -4.5851 0.0824 4.7733 0.3172 0.4551 0.1174
H -4.8312 -0.6866 3.3035 0.2098 -0.1435 -0.4744
H -5.0065 1.0298 3.3108 0.4794 0.1728 0.1023
H -1.0915 1.6079 4.0686 -0.0060 -0.0569 -0.1838
H -2.5680 2.1310 4.8684 -0.5006 0.1425 -0.9026
H -2.5340 0.2376 6.4417 -0.3016 0.0949 -0.3916
H -0.9400 0.9289 6.3332 -0.3359 0.6788 0.0581
H -0.6840 -1.5119 6.0971 -0.2039 0.1083 0.1549
H 0.0212 -0.5443 4.8384 -0.0766 0.1869 -0.2264
H -1.0918 -3.3336 2.8991 -0.1886 -0.5076 0.2389
H 0.2612 -2.4177 3.3649 -0.2532 1.3423 -0.1495
H -0.3004 -3.4106 4.4987 -0.9410 -0.1585 0.3874
H -2.4373 -3.2196 5.4910 0.2929 0.0994 0.2733
H -3.4599 -1.8698 5.7572 0.2909 0.7010 -0.4962
H -3.6240 -2.9922 4.3954 -0.2344 0.4339 -0.6340
H -3.2748 0.8703 1.2629 -0.2810 0.0219 0.0807
H -1.7615 1.5119 1.8435 0.0931 0.3359 0.0455
H -3.3022 2.2528 2.3916 0.1984 -0.0639 -0.1136
H -3.4690 -1.8722 2.4938 -0.9721 -0.7591 -0.3030

***

Entry 3:
103
Properties=species:S:1:pos:R:3:forces:R:3 method="wB97M-V/def2-TZVPD" homo_lumo_gap_ev=10.5
C -10.7030 6.1559 6.2730 -0.7254 0.4494 1.0156
C -9.8655 6.9068 5.3193 -1.2736 1.3487 -1.6097
C -8.4280 7.2681 5.6909 -0.6976 -1.7106 -0.9360
O -7.7084 6.4322 4.7367 1.8011 1.5234 1.9500
C -8.4679 5.7786 3.9285 -1.7639 -2.5612 -3.0607
O -8.0734 4.9851 3.0861 -0.9738 1.7528 1.7553
O -9.8208 6.0849 4.1400 2.6143 -0.3096 -0.1767
H -11.1337 6.8012 7.0387 0.6200 0.0862 0.5251
H -10.0909 5.3558 6.6892 -0.5468 -0.2908 0.1653
H -11.6278 5.8522 5.7826 0.3998 -0.6710 -0.2753
H -10.3520 7.8150 4.9635 -0.3072 0.1336 0.3012
H -8.2682 6.8731 6.6942 0.6737 0.5088 0.0095
H -8.1898 8.3146 5.5008 0.1811 -0.2465 0.3455
C -14.1306 9.5958 1.0017 0.4846 0.4956 -0.1872
C -14.4769 9.0224 -0.3544 -0.0177 -2.3809 2.4027
O -13.2675 8.5080 -0.8092 0.2650 -0.2036 -1.2559
C -12.2056 9.0262 -0.1531 0.1089 -0.1723 1.5431
O -11.0538 8.8143 -0.3637 -1.0434 0.4171 -0.1944
O -12.6914 9.7210 0.9335 -0.2573 0.1338 0.0823
F -15.0253 9.8497 -1.1929 -0.6050 1.9809 -1.8043
H -14.4827 8.9219 1.7827 0.6167 -0.2102 0.1057
H -14.6287 10.5450 1.1992 0.4012 0.2226 -0.2516
H -15.1753 8.2012 -0.1928 0.0500 -0.2745 -0.4328
C -5.4083 14.2334 -8.7032 1.1613 -0.3891 1.2962
C -3.9810 14.8319 -8.6924 -1.6674 -0.2866 -1.6653
O -3.2062 14.0255 -7.9008 0.7287 -0.7026 0.3255
C -3.9748 13.1258 -7.2392 -0.8711 -0.8690 0.2949
O -3.5763 12.2080 -6.5783 -0.4049 1.4473 -0.6685
O -5.2890 13.4243 -7.4889 -0.0711 -0.9015 -0.7334
F -4.0840 16.0432 -8.1664 0.5530 1.8727 0.7042
H -5.5733 13.7124 -9.6463 -0.1185 -0.7710 0.4158
H -6.2431 14.9118 -8.5273 0.4889 0.2852 -0.0592
H -3.5499 14.8662 -9.6930 0.2284 0.3024 0.0982
C 2.5240 4.5328 -0.5873 1.7655 -0.0542 -0.6631
C 2.5442 4.4860 -2.1365 -1.7271 0.4405 1.4973
O 1.3211 5.2455 -2.3505 -0.1068 -0.7847 -3.0100
C 0.9056 5.9304 -1.3204 -2.3233 2.0040 2.5155
O -0.0998 6.6472 -1.1792 3.5626 -2.4383 -1.0650
O 1.8094 5.6927 -0.3190 -1.4797 1.1563 0.7048
F 2.3891 3.2489 -2.6787 0.2082 0.8716 0.2896
H 3.5303 4.7671 -0.2403 0.0359 -0.6900 0.2751
H 2.0736 3.6654 -0.1047 0.0980 -0.1242 -0.2063
H 3.3783 5.0417 -2.5650 -0.0792 -0.3607 -0.3618
C -3.8322 11.4494 0.2477 2.9693 -2.4443 0.0468
C -4.9001 10.5047 0.9110 -0.2562 2.5244 -4.4562
O -5.8027 11.5818 1.1261 -2.4857 -3.9115 1.2601
C -5.1700 12.6944 1.2744 -7.0590 5.0437 1.4162
O -5.7886 13.7140 1.5020 0.6810 -0.3037 0.5971
O -3.9935 12.6029 0.9882 6.1065 1.3808 -1.2124
F -4.4594 9.8952 1.9549 0.5821 -0.8843 2.5580
H -3.8429 11.6106 -0.8302 -0.8946 0.0816 0.0165
H -2.7771 11.2846 0.4662 -0.0269 -1.3323 -0.1688
H -5.4554 9.8312 0.2582 0.3797 -0.1537 -0.0294
C -3.9396 6.4013 -4.8416 -1.8593 -0.7937 -0.7960
C -4.7129 6.9881 -3.6486 2.6422 -0.9228 -0.2646
O -4.9160 5.8644 -2.8473 -1.5673 3.3867 1.1311
C -4.6238 4.7316 -3.3936 1.9445 -1.1198 -0.5954
O -4.6140 3.7807 -2.6802 -0.0616 -1.1567 -1.7767
O -4.1639 4.9532 -4.7188 0.3222 0.0315 2.0304
F -5.8337 7.5907 -4.0009 -1.2993 0.4529 -0.1153
H -2.9253 6.7985 -4.8808 0.2547 -0.9118 0.1600
H -4.4517 6.5926 -5.7846 0.1638 0.6363 0.0725
H -4.0453 7.6472 -3.0936 -0.4959 0.3909 0.1669
C -1.7155 8.1315 8.8777 1.8071 0.3870 0.4028
C -2.9215 8.3280 8.0444 0.1942 0.0423 1.7112
O -3.7576 8.9328 9.0474 -2.8302 0.2751 -5.9324
C -3.3043 8.8306 10.2269 -3.2595 1.0344 5.2761
O -3.9421 9.1492 11.2160 0.9114 -0.1702 -1.2150
O -2.1557 8.3131 10.2426 4.4302 -2.2353 -0.4385
F -3.2965 7.0481 7.6726 -0.9719 1.2216 -0.2256
H -0.9731 8.9080 8.6934 0.1790 -0.1775 -0.0426
H -1.3276 7.1395 8.6463 0.2254 0.0964 0.6925
H -2.7646 9.0217 7.2185 -0.6904 -0.4709 -0.2430
C -2.1370 16.5463 5.8232 -0.1055 1.6514 -2.4095
C -1.9090 15.1732 6.0577 -1.4837 -4.2970 0.7237
O -0.9826 15.0702 7.1022 -0.4841 0.8943 2.0562
C -0.5843 16.3966 7.4019 2.6522 -0.4800 -1.5913
O 0.2216 16.8498 8.1637 -1.7284 -1.6048 -0.1002
O -0.9592 17.0581 6.3003 0.3514 3.7308 1.0511
F -1.4112 14.4588 5.0212 0.7702 0.0015 -0.9481
H -3.0724 16.8819 6.2709 0.2700 0.4696 0.2242
H -2.1251 16.6904 4.7428 -0.4641 0.3209 0.0085
H -2.8894 14.7206 6.2060 0.2113 -0.7008 0.9739
C -10.6649 15.4799 4.1443 1.4958 3.2096 -3.5787
C -11.2586 14.2593 4.5987 -0.4465 0.3469 0.3330
O -11.8209 14.8198 5.7928 -0.7766 -3.4610 2.6550
C -12.1785 16.0717 5.6602 -1.2768 2.9154 1.0337
O -12.8222 16.7765 6.4606 2.3846 -2.6615 -3.2315
O -11.6430 16.4082 4.4435 -2.2503 3.0550 1.0193
F -10.3128 13.3694 4.7944 0.7816 -1.5947 1.2119
H -10.4996 15.6433 3.0794 -0.0948 -0.8154 -0.2564
H -9.7478 15.9000 4.5571 0.3531 -1.2134 0.7886
H -12.0421 13.8032 3.9935 -0.1469 0.2029 0.0093
C 2.8318 11.9904 -5.2219 1.1995 -0.5704 -6.3823
C 1.6526 11.1584 -5.6209 0.5814 0.6741 0.2499
O 1.4018 10.6357 -4.2976 -2.2007 -1.7035 -1.2456
C 1.7122 11.5825 -3.4415 1.6851 0.5061 3.6284
O 1.5369 11.6785 -2.2513 -0.9404 -0.6880 -1.7452
O 2.5675 12.4060 -4.0507 -0.8688 3.3392 6.0720
F 2.0862 10.2595 -6.5051 -0.3731 -1.2761 -0.1314
H 2.9660 12.8709 -5.8503 0.4806 -0.3707 -0.5290
H 3.6460 11.2662 -5.2469 0.6309 0.2186 -0.2273
H 0.7844 11.6626 -6.0452 -0.2285 -0.1259 0.3108

***

Entry 4:
15
Properties=species:S:1:pos:R:3:forces:R:3 method="wB97M-V/def2-TZVPD" homo_lumo_gap_ev=10.6
C -1.0274 0.3949 1.5265 1.4956 -0.3010 -1.2283
C -0.7985 -0.6920 0.4473 -0.2562 0.1626 -0.3207
C 0.2516 -0.3406 -0.6064 -0.8595 0.0446 -0.0933
O 1.1959 0.3670 -0.3872 0.0406 0.2808 0.1649
C -1.2237 1.7118 0.7745 -0.1684 -0.1265 1.1287
O -0.7553 2.7601 1.1214 -0.1029 -0.1359 -0.3036
H -0.1005 0.4417 2.0981 -0.3801 0.3789 0.4699
H -1.9123 0.1817 2.1208 0.0755 -0.0745 0.1647
H -1.7793 -0.9233 0.0299 0.2198 -0.1710 -0.5880
H -0.3795 -1.6484 0.7757 -0.2750 -0.0108 0.6554
H 0.1212 -0.8030 -1.6111 0.0412 -0.0818 0.2992
H -1.9134 1.6266 -0.0872 0.0657 0.1640 -0.2624
H 2.7471 -1.4798 -2.7484 0.2337 0.5778 1.1235
H 2.6281 -0.3552 -1.6402 -0.2513 0.3474 -0.0820
O 2.9461 -1.2414 -1.8135 0.1214 -1.0547 -1.1279